The following is a quantum chemistry calculation of a molecular structure, C7CuF21MgNa2O21S7, from the OMol25 dataset.

```
60
C7CuF21MgNa2O21S7 | the OMol25 dataset | wB97M-V/def2-TZVPD
Cu -0.97328 1.32419 1.77576
S 5.64522 -2.99129 0.15861
S -2.99799 1.92484 -0.91815
S -0.12886 -0.57598 -1.07095
S 1.46300 -0.35684 3.10608
S 1.36211 3.02235 -0.03454
S -3.33950 -1.32019 1.74587
S -2.56829 -0.66841 -4.75970
Mg -3.31039 -1.19927 -1.54233
Na 3.83356 0.22838 0.30577
Na -0.31534 2.17384 -3.35316
F -4.97150 3.16809 -2.05923
F -0.67665 -2.48245 -4.56319
F 3.50160 -0.18608 4.69947
F 0.64679 -2.66262 0.22319
F -3.81152 4.38325 -0.67105
F 0.89693 -2.83611 -1.88342
F 2.00871 4.83160 1.73482
F 2.34644 1.65897 4.56793
F 3.07853 5.03776 -0.13621
F -2.61419 -3.26647 -5.21102
F -1.32971 -2.08128 -6.55419
F 1.58856 -0.01036 5.69891
F -5.87597 -1.30012 2.41919
F -5.07285 0.66649 1.96437
F -5.22610 2.89657 0.05552
F -4.53131 -0.33945 3.81889
F 5.56844 -2.94287 2.76480
F 7.48964 -2.30104 1.94824
F 1.00434 5.62499 -0.01092
F 6.92540 -4.40558 1.97731
F 2.28301 -1.56527 -0.68525
O 5.06040 -1.65654 0.17159
O 0.39069 2.69065 1.01042
O -2.06759 2.35421 -1.90451
O 0.80923 3.10187 -1.35757
O 1.34156 -1.75591 3.30978
O 2.56464 2.24150 0.01575
O -3.15335 -0.96844 -3.44298
O -2.47018 1.88575 0.42794
O -1.44145 -1.17455 -1.29920
O 0.31772 0.22812 -2.16916
O 6.64253 -3.24274 -0.87143
O -0.15050 0.12301 0.18926
O 2.29271 0.03933 1.99657
O 4.71090 -4.10389 0.10387
O -3.65451 -1.54815 0.32242
O -3.62206 0.67187 -1.28670
O 0.15638 0.33717 3.05639
O -1.46745 0.25627 -4.63538
O -2.28555 -0.33888 1.91702
O -3.18889 -2.56038 2.42736
O -3.49999 -0.35511 -5.79475
C -1.76216 -2.25278 -5.30787
C -4.33844 3.18991 -0.88800
C 1.90837 4.73752 0.40881
C 6.48239 -3.16234 1.80734
C 2.28064 0.32409 4.60826
C -4.80745 -0.50793 2.53101
C 1.05260 -2.00323 -0.85766
```

Values from the calculation:
<S²>: 0.751
HOMO level (spin up / spin down): -6.59 / -6.59 eV
Lowest unoccupied orbital energy (spin up / spin down): 0.04620 / -0.03851 Eh
DFT total energy: -8897.0381 a.u.
Charge: -1
Molecular weight: 1177.3 g/mol
Spin multiplicity: 2



The following is a quantum chemistry calculation of 2 unconnected molecules or ions with the total composition C7H10, from the OMol25 dataset.

```
17
C7H10 | the OMol25 dataset | wB97M-V/def2-TZVPD
C -0.89334 1.19424 -0.10302
C 2.00358 0.69189 0.39563
C 1.25198 -0.45926 0.17612
C -0.77587 -0.15568 -0.14768
C -1.58248 -1.26394 0.43703
C -0.20580 2.24894 0.07842
C -1.32458 -1.20425 -1.05233
H -2.57717 -1.02676 0.80328
H -0.34901 3.31797 0.11323
H 0.92927 1.80666 0.25803
H 2.30131 0.95182 1.40904
H 1.36984 -0.97038 -0.77621
H -0.63125 -1.93223 -1.46851
H 1.04846 -1.10674 1.02561
H -2.14132 -0.92994 -1.71390
H -1.06169 -2.03171 1.00528
H 2.64283 1.07474 -0.39663
```

Values from the calculation:
HOMO level: -8.54 eV
Lowest unoccupied orbital energy: 0.03212 Eh
DFT total energy: -272.5230 a.u.
Structure (SMILES): C=C=C1CC1.C=C
Molecular weight: 94.2 g/mol



Question: What is the formula in the second record?
Answer: C7H10